# 1
{"formula": "C41H39N2", "method": "the ωB97M-V functional and the def2-TZVPD basis", "relative_energy_kcal_mol": 23.2, "largest_force_ev_per_a": 1.67, "charge": 1, "elements": ["C", "C", "C", "C", "C", "C", "N", "C", "C", "N", "C", "C", "C", "C", "C", "C", "C", "C", "C", "C", "C", "C", "C", "C", "H", "H", "H", "H", "H", "H", "H", "H", "H", "H", "H", "H", "H", "H", "H", "H", "H", "H", "H", "H", "H", "H", "H", "H", "H", "H", "C", "C", "C", "C", "C", "C", "C", "C", "C", "C", "C", "C", "C", "C", "C", "C", "C", "C", "C", "H", "H", "H", "H", "H", "H", "H", "H", "H", "H", "H", "H", "H"], "coordinates": [[6.1561, 0.0222, 1.0687], [4.7271, 0.4521, 1.2117], [4.4372, 1.8177, 1.1681], [3.1587, 2.2987, 1.4611], [2.9693, 3.7798, 1.4281], [2.1396, 1.3810, 1.7974], [0.8445, 1.8710, 2.1200], [-0.3371, 1.3566, 1.6195], [-0.4983, 0.3843, 0.6686], [-1.3400, 2.1549, 2.1615], [-2.7329, 1.8742, 2.0272], [-3.3788, 1.0665, 2.9797], [-2.6901, 0.5175, 4.1898], [-4.7243, 0.7459, 2.7680], [-5.3854, 1.1293, 1.5963], [-6.7356, 0.5636, 1.2472], [-4.7509, 2.0290, 0.7343], [-3.4090, 2.3755, 0.9079], [-2.7355, 3.2473, -0.1092], [-0.7778, 3.1292, 2.9679], [0.5573, 2.9129, 2.9910], [2.4387, 0.0112, 1.9230], [1.5520, -0.9363, 2.6699], [3.6809, -0.4471, 1.4538], [6.2453, -1.0566, 0.9216], [6.6484, 0.5336, 0.2327], [6.7344, 0.2776, 1.9683], [5.2347, 2.5339, 0.9331], [1.9725, 4.0968, 1.1013], [3.1998, 4.2548, 2.3982], [3.7000, 4.1971, 0.7236], [-1.4994, -0.0119, 0.5432], [0.3881, -0.0105, 0.1868], [-3.4287, 0.5157, 5.0069], [-2.3575, -0.5278, 4.0638], [-1.8235, 1.1112, 4.5044], [-5.2493, 0.1709, 3.5339], [-7.1130, 1.0354, 0.3321], [-6.6672, -0.5216, 1.0713], [-7.4678, 0.7236, 2.0501], [-5.2921, 2.4368, -0.1219], [-3.5005, 3.5318, -0.8466], [-2.3268, 4.1681, 0.3350], [-1.9366, 2.7238, -0.6569], [-1.3704, 3.9089, 3.4420], [1.3470, 3.3663, 3.5799], [1.9415, -1.9547, 2.5486], [1.5504, -0.7328, 3.7538], [0.5104, -0.9545, 2.3334], [3.8530, -1.5228, 1.3585], [0.1109, -2.0021, -2.2862], [-1.2095, -2.5477, -2.5126], [-1.4919, -3.8578, -2.0415], [-2.4988, -4.6367, -2.6063], [-3.3526, -4.0725, -3.5685], [-3.2454, -2.6977, -3.8372], [-2.1887, -1.9323, -3.3266], [0.5521, -0.6318, -2.3033], [1.9885, -0.6189, -2.1069], [2.6949, 0.5834, -2.0984], [2.0114, 1.7586, -2.4354], [0.6303, 1.7183, -2.7347], [-0.1284, 0.5539, -2.5862], [2.4570, -2.0049, -2.1676], [1.2980, -2.8383, -2.3331], [1.4300, -4.1274, -2.8492], [2.6852, -4.5895, -3.2441], [3.8343, -3.8304, -2.9735], [3.7255, -2.5413, -2.4091], [-0.8634, -4.2650, -1.2480], [-2.6288, -5.6712, -2.2812], [-4.1105, -4.6895, -4.0651], [-4.0228, -2.2180, -4.4330], [-2.0868, -0.8832, -3.5943], [3.7544, 0.5878, -1.8300], [2.5463, 2.7156, -2.4843], [0.1366, 2.6175, -3.1095], [-1.2147, 0.5652, -2.6978], [0.5426, -4.7314, -3.0034], [2.7559, -5.5412, -3.7709], [4.8121, -4.2452, -3.2361], [4.6175, -1.9562, -2.1743]]}


# 2
{"formula": "C41H40BrFN5O4RuSSi", "method": "the ωB97M-V functional and the def2-TZVPD basis", "spin_multiplicity": 2, "relative_energy_kcal_mol": 39.7, "s2": 1.14, "largest_force_ev_per_a": 1.54, "elements": ["Ru", "O", "C", "C", "C", "C", "C", "C", "C", "O", "N", "N", "C", "C", "Br", "C", "C", "C", "C", "C", "C", "C", "H", "H", "H", "H", "H", "H", "H", "H", "H", "H", "H", "H", "H", "H", "C", "C", "C", "C", "C", "C", "C", "S", "O", "O", "N", "C", "C", "C", "C", "C", "C", "C", "C", "N", "C", "H", "H", "H", "H", "H", "H", "H", "H", "H", "H", "H", "H", "H", "C", "Si", "C", "C", "N", "C", "C", "C", "C", "C", "C", "F", "H", "H", "H", "H", "H", "H", "H", "H", "H", "H", "H", "H", "H"], "coordinates": [[0.6312, -0.9444, -0.4860], [0.4857, -0.1604, -4.5752], [-0.6173, -0.8394, -4.9589], [-1.1320, -0.5601, -6.2245], [-2.2289, -1.2512, -6.7075], [-2.8326, -2.2433, -5.9392], [-2.3230, -2.5095, -4.6782], [-1.2324, -1.8131, -4.1601], [-0.8002, -2.1423, -2.7472], [0.3964, -1.4935, -2.3725], [-1.9262, -1.8175, -1.8449], [-1.5532, -1.7790, -0.5428], [-2.3083, -1.2365, 0.3225], [-2.0411, -1.3316, 1.7811], [-1.2362, -2.9437, 2.3842], [-2.3908, -0.3907, 2.6423], [-2.1438, -0.3460, 4.1066], [-1.4402, 0.7373, 4.6278], [-1.1904, 0.8252, 5.9910], [-1.6637, -0.1595, 6.8484], [-2.3861, -1.2304, 6.3361], [-2.6236, -1.3250, 4.9715], [0.6868, -0.4828, -3.6684], [-0.6432, 0.2106, -6.8119], [-2.6143, -1.0193, -7.6947], [-3.6809, -2.8006, -6.3198], [-2.7809, -3.2790, -4.0631], [-0.6600, -3.2198, -2.6759], [-2.4504, -1.0057, -2.1522], [-3.2127, -0.7120, 0.0092], [-2.8590, 0.4947, 2.2252], [-1.0785, 1.5114, 3.9556], [-0.6307, 1.6655, 6.3832], [-1.4782, -0.0887, 7.9132], [-2.7682, -1.9950, 7.0014], [-3.1803, -2.1642, 4.5711], [-5.2167, 5.5588, 0.1637], [-4.0899, 4.6436, -0.2524], [-3.2192, 4.9952, -1.2794], [-2.1883, 4.1508, -1.6745], [-2.0346, 2.9312, -1.0323], [-2.8918, 2.5571, -0.0092], [-3.9089, 3.4111, 0.3800], [-0.7983, 1.8307, -1.6473], [0.1875, 2.6673, -2.2745], [-1.4982, 0.8504, -2.4299], [-0.1893, 1.0551, -0.3565], [0.4169, 1.7999, 0.6948], [0.4637, 3.1585, 0.8757], [1.0984, 3.7401, 2.0063], [1.7044, 2.9856, 2.9574], [1.7036, 1.5770, 2.7983], [2.3443, 0.6974, 3.6970], [2.3372, -0.6358, 3.4661], [1.6893, -1.1175, 2.3089], [1.0693, -0.3408, 1.4724], [1.0592, 1.0051, 1.6864], [-5.1455, 6.5273, -0.3327], [-5.2105, 5.7271, 1.2433], [-6.1848, 5.1212, -0.0924], [-3.3437, 5.9506, -1.7782], [-1.5043, 4.4306, -2.4674], [-2.7442, 1.6021, 0.4715], [-4.5757, 3.1215, 1.1870], [0.0407, 3.8205, 0.1355], [1.1068, 4.8195, 2.0953], [2.2070, 3.4332, 3.8085], [2.8592, 1.1079, 4.5601], [2.8336, -1.3341, 4.1278], [1.6779, -2.1719, 2.0756], [4.5357, -1.0118, -2.7232], [3.7346, -0.4734, -1.1447], [2.9158, 1.1494, -1.4974], [4.9796, -0.1874, 0.2066], [2.5192, -1.6376, -0.6040], [2.7929, -2.9833, -0.3998], [4.0783, -3.5506, -0.3667], [4.2699, -4.9136, -0.1926], [3.1895, -5.7696, -0.0188], [1.9092, -5.2339, -0.0135], [1.7569, -3.8800, -0.1932], [0.4987, -3.3371, -0.1614], [5.2681, -0.2580, -3.0419], [3.7664, -1.0881, -3.5008], [5.0466, -1.9763, -2.6581], [3.5346, 1.6776, -2.2334], [2.8416, 1.7868, -0.6106], [1.9278, 1.0745, -1.9481], [5.4622, 0.7882, 0.0627], [5.7662, -0.9465, 0.2433], [4.4748, -0.1729, 1.1793], [4.9405, -2.9047, -0.4753], [5.2784, -5.3087, -0.1902], [3.3374, -6.8337, 0.1150], [1.0269, -5.8458, 0.1342]]}


# 3
{"formula": "C41H41BrDyN5O6", "method": "the ωB97M-V functional and the def2-TZVPD basis", "spin_multiplicity": 6, "relative_energy_kcal_mol": 0.0, "s2": 9.33, "largest_force_ev_per_a": 1.86, "elements": ["Dy", "O", "C", "O", "C", "C", "C", "C", "C", "O", "C", "C", "O", "O", "H", "H", "H", "H", "H", "H", "H", "H", "Br", "C", "C", "C", "C", "C", "C", "N", "N", "C", "C", "C", "C", "O", "C", "N", "C", "C", "C", "C", "H", "H", "H", "H", "H", "H", "H", "H", "H", "C", "C", "C", "C", "C", "C", "C", "N", "C", "C", "C", "C", "C", "C", "C", "N", "C", "C", "C", "C", "H", "H", "H", "H", "H", "H", "H", "H", "H", "H", "H", "H", "H", "H", "H", "H", "H", "H", "H", "H", "H", "H", "H", "H"], "coordinates": [[1.3171, -0.4257, 0.6098], [4.5329, -2.1106, 1.3356], [3.5274, -2.2615, 0.6773], [3.0532, -1.3959, -0.1909], [2.6513, -3.5232, 0.8461], [1.7690, -3.7587, -0.3830], [1.2447, -5.1926, -0.4279], [0.1763, -5.1609, 0.6830], [0.2778, -3.7129, 1.1599], [0.5886, -2.9889, -0.0544], [1.5415, -3.4828, 1.9918], [1.4556, -2.1788, 2.8208], [2.2299, -1.9809, 3.7330], [0.5463, -1.3307, 2.4016], [3.3511, -4.3414, 1.0161], [2.1916, -3.3814, -1.3109], [2.0345, -5.9205, -0.2488], [0.8019, -5.4062, -1.4000], [0.3691, -5.8679, 1.4886], [-0.8176, -5.3635, 0.2864], [-0.6239, -3.2960, 1.6015], [1.7105, -4.2786, 2.7173], [0.4864, 1.7095, 8.0349], [1.2785, 2.9777, 6.8763], [0.5308, 3.4998, 5.8310], [1.1007, 4.4190, 4.9686], [2.4207, 4.8099, 5.1663], [3.1449, 4.3245, 6.2483], [2.5842, 3.3841, 7.0978], [3.0844, 5.8414, 4.3933], [3.1256, 5.8552, 3.1595], [2.6161, 4.7602, 2.3785], [1.7571, 5.0521, 1.3484], [1.1516, 4.0353, 0.5904], [1.4321, 2.7006, 0.8461], [0.8885, 1.7042, 0.1958], [2.4186, 2.4078, 1.8558], [2.7589, 1.0967, 2.0024], [3.7069, 0.7667, 2.8483], [4.4025, 1.7259, 3.6129], [4.0629, 3.0432, 3.4973], [3.0301, 3.4256, 2.6100], [-0.4933, 3.1828, 5.6917], [0.5180, 4.8187, 4.1524], [4.1511, 4.6847, 6.4150], [3.1483, 2.9857, 7.9289], [1.5196, 6.0894, 1.1498], [0.4548, 4.2791, -0.1996], [3.9424, -0.2872, 2.9364], [5.1931, 1.4026, 4.2739], [4.5904, 3.8032, 4.0613], [-5.7527, 0.7374, -1.6383], [-5.4241, -0.5047, -0.7987], [-5.7557, -1.7710, -1.6008], [-6.2870, -0.4858, 0.4609], [-3.9357, -0.4996, -0.4727], [-3.4395, -0.4665, 0.8228], [-2.0674, -0.4724, 1.0275], [-1.1869, -0.4978, 0.0338], [-1.6419, -0.5175, -1.2249], [-3.0007, -0.5256, -1.5047], [-0.6046, -0.5191, -2.2951], [-0.9260, -0.5035, -3.6446], [0.0773, -0.4804, -4.6110], [1.3878, -0.4841, -4.1547], [1.6335, -0.5085, -2.7889], [0.6665, -0.5223, -1.8789], [-0.2956, -0.4451, -6.0881], [-1.1238, 0.8179, -6.3616], [-1.1264, -1.6913, -6.4244], [0.9387, -0.4241, -6.9873], [-6.8188, 0.7592, -1.8683], [-5.2087, 0.7427, -2.5829], [-5.5013, 1.6524, -1.1010], [-6.8215, -1.7959, -1.8319], [-5.5097, -2.6702, -1.0344], [-5.2110, -1.8078, -2.5441], [-7.3398, -0.4917, 0.1779], [-6.1116, 0.4085, 1.0602], [-6.1091, -1.3601, 1.0885], [-4.0926, -0.4430, 1.6821], [-1.6503, -0.4686, 2.0277], [-3.3411, -0.5492, -2.5270], [-1.9585, -0.4982, -3.9531], [2.2276, -0.4663, -4.8331], [2.6462, -0.5242, -2.4031], [-2.0526, 0.8243, -5.7912], [-1.3834, 0.8707, -7.4199], [-0.5648, 1.7177, -6.1027], [-2.0534, -1.7269, -5.8525], [-0.5663, -2.6036, -6.2155], [-1.3891, -1.6887, -7.4832], [1.5578, 0.4556, -6.8067], [0.6254, -0.3985, -8.0311], [1.5564, -1.3128, -6.8495]]}